{
  "formula": "C40H53BI2N8O3SSnTe",
  "method": "the ωB97M-V functional and the def2-TZVPD basis",
  "charge": 0,
  "gap_ev": [5.84, 5.31],
  "lumo_ev": [-1.4, -2.0],
  "e_above_lowest_ev": 3.540,
  "elements": ["Sn", "C", "C", "C", "C", "C", "C", "C", "C", "C", "N", "N", "B", "N", "N", "C", "C", "C", "C", "C", "C", "C", "C", "C", "N", "N", "C", "C", "C", "C", "C", "C", "C", "C", "C", "H", "H", "H", "H", "H", "H", "H", "H", "H", "H", "H", "H", "H", "H", "H", "H", "H", "H", "H", "H", "H", "H", "H", "H", "H", "H", "H", "H", "H", "H", "H", "H", "H", "H", "H", "H", "H", "H", "H", "H", "H", "H", "H", "H", "H", "H", "I", "C", "C", "C", "I", "C", "C", "C", "C", "N", "C", "C", "O", "H", "H", "H", "H", "Te", "C", "C", "C", "C", "S", "H", "H", "H", "O", "N", "O"],
  "positions_angstrom": [[0.372, 1.200, 0.761], [3.006, 2.124, -2.619], [1.574, 2.599, -2.568], [1.236, 3.608, -1.446], [0.712, 1.376, -2.580], [0.227, 0.777, -3.721], [-0.425, -0.391, -3.309], [-1.083, -1.374, -4.269], [-0.531, -2.768, -4.217], [-2.613, -1.268, -4.107], [-0.307, -0.460, -1.967], [0.410, 0.650, -1.513], [-0.806, -1.531, -1.046], [0.349, -1.898, -0.019], [0.846, -1.004, 0.841], [1.638, -1.701, 1.684], [1.679, -3.069, 1.375], [0.826, -3.166, 0.257], [0.636, -4.403, -0.560], [0.137, -5.565, 0.297], [1.887, -4.827, -1.354], [2.438, -1.080, 2.780], [3.897, -0.910, 2.297], [2.441, -1.914, 4.091], [-2.020, -1.200, -0.139], [-1.846, -0.103, 0.699], [-3.039, 0.151, 1.291], [-3.918, -0.812, 0.865], [-3.320, -1.669, -0.049], [-4.032, -2.921, -0.535], [-3.292, -4.016, -1.388], [-5.282, -2.526, -1.281], [-3.340, 1.288, 2.249], [-2.453, 2.470, 2.260], [-3.513, 0.549, 3.651], [3.675, 3.009, -2.688], [3.271, 1.487, -1.811], [3.103, 1.644, -3.571], [1.298, 3.108, -3.541], [1.554, 3.329, -0.489], [1.758, 4.517, -1.597], [0.146, 3.714, -1.398], [0.308, 1.153, -4.719], [-0.674, -1.047, -5.208], [-0.839, -3.392, -3.381], [-0.730, -3.249, -5.242], [0.563, -2.822, -4.093], [-2.849, -1.391, -3.044], [-3.041, -0.362, -4.526], [-3.049, -2.154, -4.511], [-1.181, -2.461, -1.569], [2.314, -3.701, 1.897], [-0.074, -4.158, -1.374], [0.945, -5.820, 0.992], [-0.770, -5.372, 0.825], [-0.048, -6.441, -0.408], [2.726, -4.756, -0.649], [1.737, -5.870, -1.710], [2.012, -4.167, -2.208], [1.987, -0.179, 2.998], [4.292, -1.924, 2.161], [3.902, -0.398, 1.328], [4.462, -0.401, 3.108], [3.209, -2.714, 4.139], [2.728, -1.257, 4.894], [1.447, -2.336, 4.258], [-4.954, -1.060, 1.191], [-4.254, -3.546, 0.359], [-3.016, -3.742, -2.419], [-2.370, -4.280, -0.879], [-3.963, -4.880, -1.466], [-5.169, -2.356, -2.435], [-6.053, -3.377, -1.312], [-5.838, -1.761, -0.788], [-4.328, 1.656, 1.982], [-1.455, 2.412, 2.641], [-2.367, 2.861, 1.228], [-2.878, 3.293, 2.869], [-2.509, 0.510, 4.088], [-4.194, 1.124, 4.275], [-3.978, -0.414, 3.482], [5.441, 2.250, 0.198], [4.254, 2.756, 1.821], [4.833, 3.543, 2.819], [4.194, 3.830, 3.963], [5.172, 5.197, 5.203], [2.853, 3.362, 4.165], [2.095, 3.582, 5.379], [0.877, 2.995, 5.472], [0.406, 2.116, 4.472], [1.094, 1.885, 3.378], [2.264, 2.558, 3.215], [2.948, 2.230, 1.964], [2.448, 1.391, 1.107], [5.784, 4.091, 2.638], [2.507, 4.218, 6.219], [0.268, 3.119, 6.396], [-0.507, 1.616, 4.721], [-3.083, 2.194, -1.940], [-2.268, 4.137, -2.631], [-2.383, 5.427, -2.103], [-1.773, 6.444, -2.867], [-1.078, 5.908, -3.966], [-1.305, 4.220, -4.014], [-2.940, 5.651, -1.144], [-1.808, 7.499, -2.521], [-0.479, 6.529, -4.605], [2.854, -1.551, -1.964], [3.841, -2.139, -1.801], [4.148, -3.299, -1.964]],
  "lowdin_charge": [1.362, -0.086, -0.356, -0.064, -0.325, 0.018, -0.190, -0.341, -0.071, -0.043, 0.074, 0.017, -0.562, 0.051, -0.005, -0.241, 0.062, -0.153, -0.376, -0.060, -0.055, -0.360, -0.048, -0.052, 0.053, 0.014, -0.304, -0.030, -0.159, -0.337, -0.058, -0.092, -0.350, -0.133, -0.028, 0.083, 0.011, 0.074, 0.121, 0.000, 0.077, 0.057, 0.117, 0.124, 0.045, 0.114, 0.084, 0.057, 0.072, 0.065, 0.079, 0.101, 0.100, 0.084, 0.062, 0.103, 0.078, 0.094, 0.055, 0.058, 0.080, 0.045, 0.099, 0.084, 0.066, 0.081, 0.135, 0.147, 0.063, 0.054, 0.083, 0.114, 0.100, 0.048, 0.132, -0.007, 0.041, 0.097, 0.066, 0.071, 0.063, 0.978, -0.634, -0.287, -0.683, 0.896, -0.194, -0.028, -0.063, -0.126, 0.046, -0.174, -0.421, -0.343, 0.077, 0.095, 0.119, 0.095, 0.902, -0.977, -0.269, -0.191, -0.392, 0.908, 0.117, 0.112, 0.062, 0.121, -0.155, 0.060]
}

{
  "formula": "C23H36BrCl45N3OP2",
  "method": "the ωB97M-V functional and the def2-TZVPD basis",
  "charge": -1,
  "gap_ev": 6.07,
  "lumo_ev": 1.5,
  "elements": ["C", "C", "C", "Br", "P", "C", "C", "C", "C", "N", "O", "C", "N", "P", "N", "H", "H", "H", "H", "H", "H", "H", "H", "H", "H", "H", "H", "H", "H", "H", "H", "H", "H", "H", "H", "H", "C", "Cl", "Cl", "Cl", "H", "C", "Cl", "Cl", "Cl", "H", "C", "Cl", "Cl", "Cl", "H", "C", "Cl", "Cl", "Cl", "H", "C", "Cl", "Cl", "Cl", "H", "C", "Cl", "Cl", "Cl", "H", "C", "Cl", "Cl", "Cl", "H", "C", "Cl", "Cl", "Cl", "H", "C", "Cl", "Cl", "Cl", "H", "C", "Cl", "Cl", "Cl", "H", "C", "Cl", "Cl", "Cl", "H", "C", "Cl", "Cl", "Cl", "H", "C", "Cl", "Cl", "Cl", "H", "C", "Cl", "Cl", "Cl", "H", "C", "Cl", "Cl", "Cl", "H"],
  "positions_angstrom": [[3.085, 0.872, 2.812], [3.220, 0.413, 1.347], [2.903, -1.094, 1.093], [3.580, -2.174, 2.607], [0.982, -1.309, 0.956], [0.950, -0.652, -0.845], [0.372, 0.778, -0.953], [1.092, 1.759, -1.913], [1.960, 1.174, -3.043], [3.379, 1.163, -2.582], [1.051, -3.074, 0.445], [1.763, -3.367, -0.562], [2.211, -3.501, -1.617], [-1.268, -1.487, 1.001], [-2.065, -0.098, 0.967], [3.054, 1.966, 2.802], [2.197, 0.455, 3.287], [4.008, 0.618, 3.332], [2.698, 1.048, 0.626], [4.289, 0.508, 1.094], [3.494, -1.345, 0.210], [0.973, -1.787, 2.329], [0.822, 0.014, 1.486], [0.315, -1.267, -1.484], [1.990, -0.624, -1.180], [-0.666, 0.696, -1.296], [0.279, 1.288, 0.012], [1.727, 2.427, -1.320], [0.324, 2.385, -2.374], [1.913, 1.858, -3.931], [1.672, 0.152, -3.299], [3.828, 0.283, -2.788], [3.889, 1.952, -2.947], [-1.684, -2.412, -0.018], [-1.629, -2.128, 2.225], [-2.639, -0.015, 1.797], [-5.623, 1.927, 0.087], [-4.778, 3.170, -0.840], [-5.072, 1.917, 1.759], [-7.380, 2.164, 0.014], [-5.393, 0.968, -0.355], [6.555, -1.047, 4.880], [7.857, -0.586, 3.783], [7.167, -2.100, 6.165], [5.786, 0.383, 5.570], [5.813, -1.600, 4.314], [-2.583, -0.505, -3.644], [-1.193, -0.119, -4.664], [-2.077, -1.517, -2.301], [-3.353, 0.982, -3.076], [-3.299, -1.062, -4.236], [8.226, -1.441, 9.697], [7.001, -1.113, 10.924], [9.637, -0.406, 9.933], [8.692, -3.145, 9.720], [7.801, -1.219, 8.726], [-6.076, -1.730, -1.969], [-5.379, -2.942, -3.052], [-5.052, -1.502, -0.551], [-6.328, -0.201, -2.831], [-7.035, -2.092, -1.636], [-0.654, -6.302, -2.071], [-1.852, -5.103, -2.565], [-1.442, -7.625, -1.203], [0.239, -6.922, -3.460], [0.052, -5.826, -1.402], [-3.455, 5.974, 1.328], [-2.005, 6.179, 0.346], [-3.082, 5.032, 2.770], [-4.178, 7.521, 1.784], [-4.181, 5.423, 0.743], [-10.553, -0.731, -2.376], [-11.401, 0.703, -1.793], [-9.883, -0.449, -3.982], [-9.287, -1.206, -1.240], [-11.266, -1.542, -2.445], [3.012, 4.936, 4.140], [1.749, 6.103, 3.736], [2.339, 3.580, 5.046], [3.827, 4.368, 2.678], [3.743, 5.432, 4.765], [-7.312, 6.343, -0.959], [-5.884, 6.659, -1.949], [-6.882, 5.392, 0.457], [-8.089, 7.860, -0.487], [-8.017, 5.772, -1.550], [0.180, -2.855, -7.198], [-0.992, -2.284, -8.394], [1.234, -1.539, -6.679], [-0.642, -3.583, -5.817], [0.793, -3.615, -7.663], [-4.940, -10.102, -2.063], [-4.110, -8.816, -2.932], [-4.384, -10.184, -0.389], [-6.692, -9.877, -2.126], [-4.704, -11.043, -2.543], [5.594, -4.913, -3.129], [5.611, -4.814, -4.894], [5.584, -6.599, -2.606], [6.979, -4.057, -2.447], [4.687, -4.438, -2.768], [0.612, 4.823, -3.738], [-0.860, 4.712, -2.774], [1.997, 5.222, -2.716], [0.892, 3.303, -4.599], [0.489, 5.614, -4.465], [5.899, 6.239, 6.936], [4.266, 6.907, 7.019], [6.531, 5.945, 8.557], [5.918, 4.756, 5.980], [6.538, 6.965, 6.450]],
  "lowdin_charge": [-0.190, -0.337, -0.753, 0.653, 0.448, -0.325, -0.262, -0.237, -0.334, -0.001, -0.248, -0.514, 0.138, 0.586, -0.364, -0.026, 0.063, 0.009, 0.086, 0.098, 0.046, -0.045, -0.011, 0.015, 0.054, 0.047, 0.079, 0.088, 0.009, -0.047, 0.093, 0.054, 0.049, -0.099, -0.030, -0.095, -1.532, 0.510, 0.546, 0.485, -0.092, -1.539, 0.525, 0.530, 0.531, -0.056, -1.496, 0.531, 0.547, 0.503, -0.006, -1.564, 0.519, 0.516, 0.512, -0.045, -1.514, 0.541, 0.574, 0.504, -0.072, -1.531, 0.499, 0.494, 0.518, 0.002, -1.581, 0.518, 0.525, 0.505, -0.088, -1.529, 0.526, 0.528, 0.565, 0.011, -1.567, 0.523, 0.549, 0.558, -0.101, -1.522, 0.527, 0.525, 0.522, 0.016, -1.546, 0.508, 0.510, 0.512, 0.009, -1.554, 0.514, 0.517, 0.511, 0.009, -1.549, 0.499, 0.506, 0.508, -0.012, -1.471, 0.544, 0.549, 0.644, 0.008, -1.527, 0.551, 0.529, 0.564, 0.014]
}

{
  "formula": "C14H27N2O4",
  "method": "the ωB97M-V functional and the def2-TZVPD basis",
  "smiles": "CCCN(CCCCCOC(C)=O)[C@H](CNC)C(=O)[O-]",
  "charge": -1,
  "gap_ev": 6.40,
  "lumo_ev": 2.5,
  "e_above_lowest_ev": 0.347,
  "elements": ["C", "C", "C", "N", "C", "C", "C", "C", "C", "O", "C", "C", "O", "C", "C", "N", "C", "C", "O", "O", "H", "H", "H", "H", "H", "H", "H", "H", "H", "H", "H", "H", "H", "H", "H", "H", "H", "H", "H", "H", "H", "H", "H", "H", "H", "H", "H"],
  "positions_angstrom": [[-2.312, -1.061, 1.752], [-1.443, -2.252, 2.110], [0.054, -1.956, 2.101], [0.565, -1.379, 0.871], [1.516, -0.296, 1.113], [0.786, 1.052, 1.178], [1.651, 2.225, 0.754], [0.912, 3.550, 0.771], [-0.034, 3.745, -0.393], [0.555, 3.291, -1.624], [0.603, 4.251, -2.582], [-0.612, 4.377, -3.457], [1.571, 4.967, -2.734], [1.068, -2.382, -0.069], [-0.012, -3.294, -0.621], [-1.166, -2.501, -1.074], [-2.103, -3.300, -1.836], [2.275, -3.202, 0.462], [2.171, -4.458, 0.329], [3.232, -2.559, 0.969], [-2.447, -0.431, 2.629], [-3.305, -1.395, 1.463], [-1.901, -0.502, 0.923], [-1.693, -2.565, 3.124], [-1.676, -3.106, 1.489], [0.590, -2.858, 2.413], [0.221, -1.222, 2.888], [2.215, -0.260, 0.287], [2.108, -0.469, 2.008], [-0.123, 0.984, 0.593], [0.479, 1.212, 2.215], [2.086, 2.048, -0.221], [2.482, 2.292, 1.451], [0.388, 3.714, 1.707], [1.656, 4.343, 0.704], [-0.255, 4.807, -0.488], [-0.969, 3.222, -0.227], [-0.298, 4.884, -4.354], [-1.053, 3.412, -3.669], [-1.359, 4.990, -2.967], [1.434, -1.825, -0.935], [0.420, -3.829, -1.464], [-0.317, -4.030, 0.112], [-0.799, -1.748, -1.640], [-2.394, -4.161, -1.249], [-1.751, -3.597, -2.829], [-3.018, -2.726, -1.985]],
  "nbo_charge": [-0.609, -0.393, -0.215, -0.468, -0.199, -0.401, -0.400, -0.412, -0.058, -0.551, 0.819, -0.735, -0.559, -0.154, -0.221, -0.629, -0.404, 0.738, -0.784, -0.783, 0.180, 0.193, 0.225, 0.180, 0.200, 0.196, 0.175, 0.206, 0.192, 0.197, 0.179, 0.215, 0.200, 0.204, 0.200, 0.170, 0.181, 0.234, 0.235, 0.233, 0.180, 0.181, 0.198, 0.343, 0.188, 0.153, 0.178]
}

{
  "formula": "C6H11BrN2O5",
  "method": "the ωB97M-V functional and the def2-TZVPD basis",
  "smiles": "CO[C@H](O/[N+]([O-])=C(/C)Br)[C@@H](C)[N+](=O)[O-]",
  "charge": 0,
  "gap_ev": 9.55,
  "lumo_ev": 0.3,
  "e_above_lowest_ev": 0.000,
  "elements": ["C", "O", "C", "O", "N", "O", "C", "C", "Br", "C", "C", "N", "O", "O", "H", "H", "H", "H", "H", "H", "H", "H", "H", "H", "H"],
  "positions_angstrom": [[0.434, 0.719, 2.025], [0.280, 0.911, 0.679], [-0.731, 0.215, 0.042], [-0.225, -0.838, -0.795], [0.876, -1.505, -0.231], [0.649, -2.359, 0.621], [1.995, -1.083, -0.675], [3.382, -1.689, -0.359], [2.095, 0.492, -1.781], [-1.402, 1.056, -1.066], [-2.498, 0.351, -1.777], [-2.133, 2.304, -0.519], [-2.426, 2.261, 0.672], [-2.446, 3.133, -1.324], [1.302, 1.246, 2.298], [0.552, -0.425, 2.176], [-0.429, 0.930, 2.521], [-1.497, -0.078, 0.840], [4.014, -0.992, -0.001], [3.137, -2.586, 0.158], [3.897, -2.016, -1.229], [-0.677, 1.427, -1.705], [-2.681, 1.047, -2.591], [-3.464, 0.111, -1.424], [-2.244, -0.604, -2.237]],
  "nbo_charge": [-0.239, -0.542, 0.359, -0.397, 0.297, -0.486, 0.152, -0.654, 0.072, -0.124, -0.655, 0.553, -0.394, -0.357, 0.200, 0.173, 0.179, 0.191, 0.234, 0.250, 0.235, 0.237, 0.235, 0.240, 0.244]
}

{
  "formula": "CH3NSSi",
  "method": "the ωB97M-V functional and the def2-TZVPD basis",
  "smiles": "N#CS[SiH3]",
  "charge": 0,
  "gap_ev": 10.59,
  "lumo_ev": 0.2,
  "e_above_lowest_ev": 1.321,
  "elements": ["N", "C", "S", "Si", "H", "H", "H"],
  "positions_angstrom": [[-2.495, 1.115, 0.002], [-1.840, 0.173, -0.105], [-0.907, -1.403, 0.060], [0.975, -0.145, -0.057], [1.204, 0.622, 1.188], [1.164, 0.891, -0.914], [1.899, -1.252, -0.174]],
  "nbo_charge": [-0.331, 0.078, -0.096, 0.819, -0.150, -0.160, -0.160]
}